Density functional theory data (ωB97M-V with the def2-TZVPD basis set) for a single C4H5N3 molecule.

## Properties
- multiplicity = 1
- M (g mol⁻¹) = 95.10
- HOMO level (alpha / beta) (eV) = -7.641 / -7.561
- energy (Eh) = -319.51449

Last columns: bonded neighbours and bond lengths (Å).
Geometry (Å):
1 N 2.27 -0.34 -0.14  C2 1.323, H8 1.008, H9 1.014
2 C 1.06 -0.74 -0.52  N1 1.323, N3 1.273
3 N 0.20 -1.37 0.17  C2 1.273, C4 1.312
4 C -1.06 -1.06 0.32  N3 1.312, C5 1.405, H10 1.087
5 C -1.56 0.24 0.13  C4 1.405, C6 1.455, H11 1.091
6 C -0.81 1.48 0.05  C5 1.455, N7 1.249, H12 1.097
7 N -0.27 1.23 -1.05  C6 1.249
8 H 2.89 0.04 -0.83  N1 1.008
9 H 2.56 -0.30 0.83  N1 1.014
10 H -1.77 -1.87 0.50  C4 1.087
11 H -2.63 0.32 -0.06  C5 1.091
12 H -0.90 2.42 0.60  C6 1.097

Mulliken charges, unit e, in atom order: -0.317, 0.130, -0.471, -0.025, -0.237, -0.127, -0.457, 0.230, 0.231, 0.385, 0.319, 0.338